No. 1
The following is a DFT calculation (ωB97M-V/def2-TZVPD) of C42H28ClF5O5P2S2Tl as an isolated structure.

## Properties
- Strongest force on any atom: 2.3 eV/A
- Net charge: +1
- HOMO-LUMO gap: 5.09 eV
- E_tot: -125281.07320 eV
- HOMO level: -10.874 eV
- E_LUMO: -5.78 eV

Each line ends with the Löwdin charge.
Atoms and positions in Å:
Tl 1.18933 -0.38002 -0.81533  0.8256
Cl 0.00593 -1.78072 -3.05563  0.5899
S -0.44527 1.49848 1.22587  0.8241
S 3.84543 0.08618 -1.66333  0.7699
P -0.62577 1.61558 -1.83663  1.0957
P -0.37547 -1.57962 1.40987  1.0935
F 2.97923 0.10788 1.31357  -0.0179
F 4.62603 0.04488 3.42237  0.1216
F 6.70883 -0.05062 -1.58893  0.0951
F 8.36733 -0.15982 0.53657  0.1440
F 7.34493 -0.03322 3.08417  0.1414
O 0.61753 -0.55232 -3.46873  -0.4138
O 0.39333 2.63778 1.58907  -0.4400
O -0.97587 -1.44712 -2.04933  -0.4353
O 1.00853 -2.55912 -2.39293  -0.3662
O -0.57507 -2.45032 -4.12463  -0.2234
C 1.53703 -4.73412 3.21767  -0.0565
C -1.19757 1.49068 -4.59903  -0.0650
C -1.12367 -0.60772 2.77267  -0.3580
C 4.31843 0.05908 1.09367  -0.2116
C 6.53843 -0.02302 2.02567  -0.1238
C 0.55323 4.15078 -1.65933  -0.0634
C -2.96097 2.88668 1.29377  -0.0408
C -1.99317 -0.54492 5.00967  -0.0359
C 1.64783 -1.96802 3.22487  -0.0971
C -1.58607 1.16578 -3.30293  -0.3762
C -2.73167 0.39968 -3.08203  -0.1083
C -3.44297 -4.60772 -0.06943  -0.0508
C -2.14907 -4.60612 -0.57123  -0.0426
C 0.73243 -2.62932 2.40507  -0.3523
C 2.48783 4.77878 -2.93363  -0.0539
C 2.45083 -4.07632 4.02517  -0.0551
C 0.59273 2.88908 -2.24783  -0.3491
C -2.87947 3.19368 -1.47023  -0.0574
C 1.49213 5.09868 -2.02323  -0.0543
C 5.15873 0.03008 2.19747  -0.1331
C -1.91097 2.42988 -0.82253  -0.3573
C -1.25087 -3.64882 -0.14263  -0.1276
C -3.05767 0.22938 -5.44953  -0.0503
C -1.94317 1.02328 -5.66603  -0.0515
C -1.59007 -1.27432 3.90437  -0.0677
C -1.08937 0.77928 2.76607  -0.3504
C 2.50653 -2.69062 4.02777  -0.0562
C -3.87667 3.80408 -0.73113  -0.0360
C -1.94947 2.29558 0.55987  -0.3167
C 0.68173 -4.01862 2.39757  -0.0636
C 1.60893 2.55548 -3.14843  -0.1297
C 6.19733 -0.03902 -0.35893  -0.2394
C -1.89327 0.83908 5.01677  -0.0334
C -3.46887 -0.05712 -4.15543  -0.0511
C -3.93127 3.63268 0.64337  -0.0363
C 7.05553 -0.07552 0.72977  -0.1301
C -1.65817 -2.68512 0.78037  -0.3631
C -1.43297 1.50638 3.89247  -0.0605
C 4.80263 0.03208 -0.21523  -0.5286
C -2.97807 -2.63532 1.21877  -0.0690
C -3.85837 -3.62102 0.80957  -0.0604
C 2.54953 3.50948 -3.49223  -0.0571
H -4.61327 4.41548 -1.22833  0.1179
H -1.61437 -2.35472 3.92437  0.1247
H -1.83927 -5.34362 -1.29423  0.1191
H -0.23777 -3.62862 -0.52393  0.1001
H -3.31287 -1.85202 1.88617  0.1048
H -1.65097 1.27038 -6.67513  0.1132
H -1.30147 2.57738 3.89387  0.1234
H 3.21923 -2.17412 4.65087  0.1104
H -0.32297 2.09718 -4.77173  0.1041
H -2.35307 -1.06312 5.88507  0.1178
H 3.32953 3.26478 -4.19833  0.1159
H -0.20197 4.38618 -0.92503  0.1069
H -2.16127 1.39398 5.90357  0.1190
H -3.60817 -0.17392 -6.28543  0.1126
H -2.99937 2.76838 2.36417  0.1010
H 1.67213 -0.88852 3.23167  0.1043
H 3.22793 5.51648 -3.19953  0.1114
H -4.72967 4.08228 1.21207  0.1170
H -4.35507 -0.64802 -3.98633  0.1132
H -4.13687 -5.37472 -0.36983  0.1118
H 1.49193 -5.81222 3.22137  0.1127
H 3.11063 -4.64412 4.66137  0.1121
H 1.64893 1.55678 -3.56563  0.0844
H -4.87237 -3.61372 1.17907  0.1113
H -2.83937 3.31518 -2.54353  0.1231
H -3.01507 0.14058 -2.07133  0.1137
H -0.02587 -4.53922 1.76857  0.0991
H 1.44403 6.09048 -1.60113  0.1127

---

No. 2
The following is a DFT calculation (ωB97M-V/def2-TZVPD) of C42H30BrF4P3RhS4 as an isolated structure.

## Properties
- Strongest force on any atom: 2.4 eV/A
- Net charge: +1
- HOMO-LUMO gap: 5.16 eV
- E_tot: -199165.84884 eV
- HOMO level: -10.167 eV
- E_LUMO: -5.01 eV

Each line ends with the Löwdin charge.
Atoms and positions in Å:
Rh -0.35060 1.05920 0.61790  0.0938
Br -2.15310 2.89720 1.83030  0.9254
S -2.00040 0.15070 -0.83000  0.2665
S 1.64200 -0.07950 -0.40140  0.3521
S 1.20300 3.06780 0.57990  0.3420
S -4.50160 0.22220 1.52400  0.2356
P 2.42450 1.79390 -0.42040  0.2040
P -4.01260 0.12790 -0.41440  0.1382
P -0.16560 0.57160 2.91560  1.0266
F 1.21350 1.52200 5.59170  0.1119
F -0.04960 6.04200 5.32740  0.1612
F -1.71300 5.43700 3.24050  0.1024
F 1.36000 4.02030 6.52400  0.1514
C -4.68330 -1.37560 -1.18990  -0.4204
C -6.01770 -3.37060 -2.55150  -0.0686
C 2.70890 2.41910 -2.10510  -0.3841
C -6.29770 -3.13840 -1.21450  -0.0692
C 3.94770 -1.11120 3.98690  -0.0501
C -0.24820 2.16650 3.83630  -0.2909
C -4.42020 2.80040 -1.14580  -0.1147
C 6.08830 3.01480 0.81330  -0.0596
C -4.36870 -1.62700 -2.52100  -0.1101
C 2.47030 4.10440 -3.78190  -0.0637
C -6.36200 3.57090 -2.32960  -0.0695
C 4.77310 2.99970 0.38550  -0.0816
C 6.06240 0.62240 1.02600  -0.0755
C -1.49840 -0.43330 5.14260  -0.0679
C 3.36700 3.42520 -4.58770  -0.0596
C 0.59010 3.76910 5.47060  -0.1124
C 0.52200 2.47460 4.95780  -0.2015
C -3.09140 -2.22720 5.04880  -0.0497
C -0.13960 4.79760 4.87780  -0.1093
C -2.98300 -2.25930 3.66780  -0.0757
C 1.58710 -1.44060 3.71270  -0.0599
C 3.60520 1.72630 -2.91070  -0.0828
C -5.63200 -2.14020 -0.52400  -0.1045
C -5.16870 3.83600 -1.67630  -0.0719
C -0.96670 4.49280 3.79980  -0.2474
C -6.80490 2.26490 -2.46570  -0.0635
C 2.83940 -1.94030 4.01930  -0.0527
C 3.81430 0.21860 3.61620  -0.0701
C -1.37090 -0.48750 3.75840  -0.3590
C -6.07080 1.22160 -1.93180  -0.0705
C -4.87910 1.49550 -1.27070  -0.3758
C 4.10710 1.78310 0.27840  -0.3941
C 1.45200 -0.10020 3.36490  -0.3567
C 6.73640 1.82890 1.12900  -0.0599
C 4.74440 0.59410 0.60120  -0.1240
C -2.35260 -1.31100 5.78240  -0.0559
C -2.11500 -1.40000 3.01620  -0.1527
C -1.00890 3.20370 3.29340  -0.5735
C -5.04200 -2.62700 -3.19720  -0.0697
C 2.13300 3.60380 -2.53670  -0.1019
C 3.92990 2.23380 -4.15490  -0.0593
C 2.57440 0.72110 3.27770  -0.1152
H 4.67920 0.86170 3.59840  0.1120
H 0.71420 -2.07750 3.74590  0.1111
H -4.82180 -2.81330 -4.23520  0.1072
H -0.92020 0.27470 5.71400  0.1021
H 4.03850 0.80150 -2.55750  0.1102
H 7.76810 1.84730 1.45010  0.1123
H -6.95640 4.38170 -2.72420  0.1083
H -3.75650 -2.90860 5.55730  0.1133
H -1.99940 -1.43780 1.93760  0.0694
H 3.63150 3.82410 -5.55530  0.1120
H -3.61590 -1.02930 -3.01390  0.0946
H 4.91800 -1.50560 4.24740  0.1133
H -7.73140 2.05390 -2.97770  0.1099
H -6.42410 0.20510 -2.03320  0.1060
H 1.43450 4.13180 -1.90400  0.0668
H 2.47090 1.75420 2.96470  0.0899
H 4.25960 3.91940 0.13200  0.1100
H 4.63070 1.70650 -4.78200  0.1115
H -3.48720 2.99860 -0.63460  0.0439
H 6.61650 3.95260 0.89150  0.1116
H -2.43190 -1.27810 6.85710  0.1122
H -4.82790 4.85400 -1.56820  0.1067
H 2.03660 5.03340 -4.11570  0.1108
H 2.94520 -2.97780 4.29630  0.1132
H -6.56150 -4.13380 -3.08760  0.1081
H -7.05430 -3.72180 -0.71430  0.1076
H 4.20390 -0.33860 0.51870  0.0764
H -3.56970 -2.95640 3.08910  0.1134
H 6.56240 -0.30160 1.26990  0.1126
H -5.85890 -1.94400 0.51560  0.0679